Run i
Here is a cluster of 2 separate species, C2H7NO2S in total from OMol25. Energies are from wB97M-V/def2-TZVPD.

Structure (XYZ):
```
13
Properties=species:S:1:pos:R:3
C -1.12 0.68 -0.27
C -0.01 -0.27 -0.06
N 0.02 -1.33 0.66
O 2.38 -1.06 -0.01
O 2.13 1.41 0.85
S 1.79 0.25 -0.48
H -0.81 1.60 -0.72
H -1.80 0.73 0.60
H -1.62 0.14 -1.10
H 0.61 -0.73 -2.05
H 0.88 -1.77 0.60
H -0.85 -1.68 1.07
H 3.07 1.77 0.76
```

Calculated values
Total charge ... 0
HOMO-LUMO gap (alpha / beta) ... 8.05 / 8.05 eV

---

Run ii
Here is a cluster of 3 separate species, C2H7NO2S in total from OMol25. Energies are from wB97M-V/def2-TZVPD.

Structure (XYZ):
```
13
Properties=species:S:1:pos:R:3
C -0.35 0.60 1.86
C -0.97 -0.58 -0.02
N -0.25 0.47 0.68
O 2.26 -0.13 -0.56
O 1.68 2.20 -0.23
S 1.31 0.94 -0.79
H 0.36 1.14 2.45
H -0.09 -1.27 -2.77
H -1.08 0.05 2.44
H -2.04 -0.66 0.16
H -0.91 -0.36 -1.10
H -0.38 -1.53 0.13
H 0.47 -0.87 -2.25
```

Calculated values
Total charge ... 0
HOMO-LUMO gap ... 10.22 eV

---

Which structure is the most stable? The one labeled run ii.

---

Run i
Here is an isolated molecule of C8H11NO from OMol25. Energies are from wB97M-V/def2-TZVPD.

Structure (XYZ):
```
21
Properties=species:S:1:pos:R:3
C 3.08 -0.99 -0.20
C 2.02 -0.85 0.37
C 0.73 -0.67 1.04
C -0.28 0.15 0.22
C -0.69 -0.54 -1.10
C -1.95 -1.09 -0.38
C -1.72 -0.05 0.75
C 0.14 1.59 0.15
N 0.96 2.07 -0.79
H 4.05 -1.07 -0.66
H 0.30 -1.66 1.25
H 0.89 -0.18 2.02
H -0.96 0.19 -1.88
H 0.02 -1.26 -1.52
H -2.90 -1.02 -0.92
H -1.81 -2.12 -0.03
H -1.82 -0.39 1.79
H -2.33 0.85 0.61
O 0.15 2.37 1.14
H 0.88 1.62 -1.70
H 1.24 3.03 -0.15
```

Calculated values
Total charge ... 0
HOMO-LUMO gap ... 10.44 eV
SMILES ... C#CCC1(C(N)=O)CCC1

---

Run ii
Here is a structure of composition C8H11NO from OMol25. Energies are from wB97M-V/def2-TZVPD.

Structure (XYZ):
```
21
Properties=species:S:1:pos:R:3
C -0.83 -0.44 -1.51
C 1.97 -1.45 0.68
C -1.78 1.73 1.07
C -0.04 -1.62 -0.90
C -0.09 0.54 -0.62
C 0.60 -0.99 0.28
C -0.74 0.71 0.73
N 0.68 1.54 -1.18
C -0.30 -0.40 1.32
O 0.29 -2.63 -1.48
H 1.21 1.28 -2.00
H 1.23 2.08 -0.51
H -0.59 -0.35 -2.57
H -1.91 -0.45 -1.38
H -0.51 -0.79 2.30
H 2.49 -0.68 1.25
H 1.92 -2.35 1.31
H 2.56 -1.71 -0.21
H -2.61 1.67 0.36
H -2.16 1.56 2.07
H -1.38 2.74 1.00
```

Calculated values
Total charge ... 0
HOMO-LUMO gap ... 8.57 eV

---

Which structure is the most stable? The one labeled run ii.

---

Run i
Here is a cluster of 2 separate species, C8H11NO in total from OMol25. Energies are from wB97M-V/def2-TZVPD.

Structure (XYZ):
```
21
Properties=species:S:1:pos:R:3
C -2.41 -1.43 0.42
C -3.46 -0.68 -0.16
C -3.19 0.56 -0.60
C -2.00 1.23 -0.46
C -0.93 0.60 0.23
C -1.19 -0.75 0.65
C 3.43 -0.18 -0.23
C 2.95 1.07 0.56
H -2.65 -2.49 0.68
H -4.34 -1.27 -0.36
H -4.08 1.17 -0.95
H -1.93 2.28 -0.88
H 0.07 1.00 0.43
H -0.20 -1.19 1.11
H 2.72 -1.98 -1.22
H 1.51 -1.06 -0.47
H 3.37 1.09 1.66
H 1.86 1.43 0.60
H 3.25 2.04 0.08
N 2.62 -0.88 -0.96
O 4.60 -0.57 -0.13
```

Calculated values
Total charge ... 0
HOMO-LUMO gap ... 10.20 eV
SMILES ... c1ccccc1.CC(N)=O

---

Run ii
Here is a structure of composition C8H11NO from OMol25. Energies are from wB97M-V/def2-TZVPD.

Structure (XYZ):
```
21
Properties=species:S:1:pos:R:3
N 2.78 -0.80 -0.41
C 1.74 -0.30 -0.51
C 0.38 0.13 -0.86
C -0.69 -0.98 -0.97
C -0.67 -1.60 0.44
C -1.25 -0.25 0.85
C -1.95 -0.14 -0.53
C -1.63 1.36 -0.57
C -0.38 0.92 0.23
H 0.47 0.72 -1.78
H -0.68 -1.59 -1.88
H -1.43 -2.39 0.55
H 0.29 -1.95 0.86
H -1.75 -0.05 1.80
H -2.94 -0.57 -0.74
H -1.49 1.87 -1.53
H -2.34 1.92 0.06
H 0.19 1.62 0.85
O 3.97 1.04 1.45
H 4.26 0.26 0.87
H 3.13 0.78 1.84
```

Calculated values
Total charge ... 0
HOMO-LUMO gap ... 11.44 eV

---

Which structure is the most stable? The one labeled run ii.

---

Run i
Here is a structure of composition InNO3 from OMol25. Energies are from wB97M-V/def2-TZVPD.

Structure (XYZ):
```
5
Properties=species:S:1:pos:R:3
In -22.29 10.66 -4.94
N -20.14 12.60 -5.39
O -21.25 12.23 -5.68
O -19.41 11.87 -4.75
O -19.80 13.70 -5.58
```

Calculated values
Total charge ... +2
HOMO-LUMO gap ... 4.70 eV

---

Run ii
Here is a structure of composition InNO3 from OMol25. Energies are from wB97M-V/def2-TZVPD.

Structure (XYZ):
```
5
Properties=species:S:1:pos:R:3
In -3.94 -0.78 -11.73
N -6.59 -0.09 -15.65
O -7.24 0.17 -16.68
O -6.97 -0.75 -14.74
O -5.45 0.33 -15.39
```

Calculated values
Total charge ... +2
HOMO-LUMO gap ... 3.62 eV

---

Which structure is the most stable? The one labeled run ii.